DFT (ωB97M-V/def2-TZVPD) results for a 3-piece molecular cluster, C24H26Br2F2NO3 overall.

Properties
- Kohn-Sham gap (eV) = 6.9
- total charge = +1
- E_HOMO (eV) = -11.45

```
58
Properties=species:S:1:pos:R:3:forces:R:3:lowdin_charge:R:1
C 3.55019 -1.22733 -1.80508 0.3 0.1 -0.2 -0.087
C 4.67855 -0.31365 -2.28711 -0.1 0.0 0.0 -0.200
C 4.23475 1.13812 -2.36128 0.1 0.0 -0.1 -0.173
O 3.47626 1.34230 -1.16766 0.0 0.3 0.0 -0.125
O 3.26923 2.76298 -0.97896 -0.1 -0.2 0.2 0.074
C 1.97837 2.84773 -0.53606 0.0 0.0 0.4 -0.421
O 1.67208 3.46160 0.43666 0.1 0.2 -0.4 0.216
C 0.94946 2.11493 -1.35583 0.0 -0.2 0.1 -0.052
C 0.61856 0.80070 -1.04585 0.2 0.3 0.2 0.072
C -0.37258 0.18112 -1.74996 -0.2 0.0 -0.1 0.033
N -1.02138 0.82924 -2.73665 -0.1 -0.1 0.0 -0.051
C -2.10561 0.17571 -3.52068 0.0 0.0 0.0 -0.701
Br -3.76522 1.04986 -3.08094 -0.2 0.1 0.0 0.839
C -2.15635 -1.33352 -3.32967 0.0 -0.1 0.1 -0.793
C -2.78727 -1.83611 -2.02953 0.2 -0.2 -0.1 -0.163
Br -3.03615 -2.04824 -4.90050 -0.1 -0.1 -0.1 0.789
C -0.73081 2.10957 -3.03296 0.0 -0.1 -0.1 -0.013
C 0.25437 2.77592 -2.36302 0.3 0.1 0.2 0.074
H 3.32153 -0.99399 -0.77022 -0.2 -0.1 0.1 0.047
H 2.66711 -1.08401 -2.43023 -0.1 -0.1 0.0 0.070
H 3.84956 -2.27089 -1.85170 0.0 -0.1 -0.1 0.085
H 5.53506 -0.39530 -1.62033 0.0 0.0 0.0 0.119
H 5.01003 -0.60305 -3.28352 0.1 0.0 0.0 0.118
H 3.61184 1.33242 -3.23922 -0.1 0.0 0.0 0.128
H 5.07877 1.82482 -2.36610 0.0 0.0 0.0 0.133
H 1.12029 0.26868 -0.25212 0.0 -0.1 0.0 0.128
H -0.67118 -0.82612 -1.51688 0.0 0.0 -0.1 0.131
H -1.93232 0.39612 -4.56796 0.2 0.1 0.0 0.082
H -1.14190 -1.71593 -3.41718 0.1 0.1 -0.1 0.088
H -3.71165 -2.36556 -2.23425 -0.1 0.1 0.1 0.073
H -2.98269 -1.02831 -1.32999 -0.1 0.1 0.0 0.036
H -2.11733 -2.53928 -1.53742 0.0 -0.1 0.0 0.089
H -1.31226 2.57219 -3.81504 -0.1 0.0 -0.1 0.141
H 0.47431 3.80313 -2.61140 0.0 0.0 0.0 0.149
F -2.45336 -1.90734 1.17021 0.0 0.0 0.0 0.029
C -3.45985 -1.43395 1.95253 -0.1 0.0 0.0 -0.281
C -4.65144 -1.08547 1.35195 0.0 0.0 -0.1 -0.024
C -5.67983 -0.60716 2.15157 0.0 0.0 0.0 -0.075
C -5.50018 -0.48877 3.52236 0.0 0.0 0.0 -0.084
C -4.28876 -0.84909 4.09682 0.0 0.0 0.0 -0.072
C -3.25084 -1.32892 3.31074 0.1 0.0 0.0 -0.014
H -4.76808 -1.19280 0.28163 0.0 0.0 0.0 0.103
H -6.62345 -0.33097 1.70133 0.0 0.0 0.0 0.108
H -6.30420 -0.11876 4.14299 0.0 0.0 0.0 0.106
H -4.14839 -0.75922 5.16519 0.0 0.0 0.0 0.110
H -2.30136 -1.62191 3.73737 0.0 0.0 0.0 0.118
F 2.56032 -1.67958 1.44663 0.0 0.1 0.1 0.035
C 2.44661 -0.81404 2.49086 0.0 0.0 0.0 -0.277
C 2.65760 0.53136 2.26119 0.0 0.0 -0.1 -0.023
C 2.52011 1.41847 3.32047 0.0 0.0 0.0 -0.068
C 2.19138 0.94837 4.58372 0.0 0.0 0.0 -0.081
C 1.99771 -0.41188 4.78591 0.0 0.0 0.0 -0.072
C 2.12271 -1.31045 3.73488 0.0 0.0 0.0 -0.013
H 2.93952 0.87602 1.27456 0.1 0.0 0.0 0.093
H 2.67758 2.47546 3.15285 0.0 0.0 0.0 0.109
H 2.08948 1.63870 5.40921 0.0 0.0 0.0 0.107
H 1.74803 -0.78150 5.77102 0.0 0.0 0.0 0.109
H 1.97312 -2.37244 3.87266 0.0 0.0 0.0 0.121
```
Forces are in eV/Å.